[1]
The following is a quantum chemistry calculation of a structure of composition C3H4FLuO3 at a distorted geometry, from OMol25.

Values from the calculation:
LUMO (spin up / spin down)	-4.658 / -7.357	eV
multiplicity	2
gap between HOMO and LUMO (spin up / spin down)	7.18 / 4.46	eV
expectation value of S²	0.761
charge	+1
E	-1677.36720	Eh

```
12
Properties=species:S:1:pos:R:3:forces:R:3
Lu 3.582259 -0.648522 -3.105806 -0.1 0.1 0.2
F 1.913350 -0.562877 0.351082 -1.1 0.3 -0.6
O -3.017365 -0.425838 1.008238 1.8 0.2 -0.6
O -1.284209 0.995725 0.954452 1.2 -0.8 -0.8
O -1.227050 -0.972887 -0.137149 0.5 1.4 0.6
C 1.378049 0.293782 -1.760286 -0.9 -0.5 1.0
C -1.748021 -0.097196 0.609470 -3.8 -1.0 0.7
C 1.154357 -0.616873 -0.760780 2.6 -0.6 -0.9
H 0.734458 0.200962 -2.639835 0.1 0.1 0.2
H -3.341411 0.280634 1.578562 -0.3 0.2 0.3
H 1.779932 1.277306 -1.498350 0.0 -0.3 -0.2
H 0.730592 -1.622179 -0.885488 -0.1 0.8 0.1
```
Forces are in eV/Å.

---

[2]
The following is a quantum chemistry calculation of a cluster of 2 separate species, C14H20N in total at a distorted geometry, from OMol25.

Values from the calculation:
LUMO	-3.142	eV
multiplicity	1
gap between HOMO and LUMO	9.12	eV
charge	+1
E	-599.70347	Eh
ΔE to the lowest compared entry with this formula, charge and spin	180.2	kcal/mol

```
35
Properties=species:S:1:pos:R:3:forces:R:3
N 1.269418 -0.255534 1.562163 2.4 0.3 1.1
C -2.291914 0.799018 -4.173423 -0.7 -1.6 -1.3
C -0.456322 1.831248 -2.779827 -4.4 -3.0 -2.4
C 0.951885 -1.650705 2.119201 2.3 1.3 1.9
C -1.099433 0.045692 1.200106 0.0 1.1 1.3
C -0.893292 0.972869 -1.804172 -2.0 -2.1 -1.1
C -2.596037 -0.156464 -3.138204 -2.4 -2.1 -1.1
C 1.527565 -1.148654 -0.800821 2.1 0.3 1.4
C 0.432399 2.023437 1.237843 -1.7 2.6 1.4
C 1.035937 -1.631923 3.689741 -1.7 -1.8 -0.5
C 2.239783 -0.406247 0.372002 -0.6 -1.5 -1.0
C 0.091759 0.627249 1.385637 -1.7 -2.5 -1.1
C -1.271287 1.665234 -4.026798 2.0 1.7 1.9
C -2.381379 -0.274416 1.206799 1.3 0.2 0.3
C -1.781619 0.083563 -2.096723 1.7 1.9 1.0
H 1.089318 2.266520 0.434750 0.8 0.1 -0.4
H 1.652093 -0.872833 4.115273 0.8 0.3 0.2
H -1.112798 2.316499 -4.870823 0.4 0.3 0.0
H 1.715819 -2.305430 1.671978 -0.8 0.0 0.3
H -0.457406 2.707033 1.160638 0.4 -1.1 -0.6
H -2.749208 -0.702105 0.294733 -0.5 0.0 -0.4
H 0.023889 -1.488023 4.103270 0.3 0.3 -0.3
H -0.038151 -1.803426 1.844080 -1.5 -1.0 -0.8
H -2.700759 0.770591 -5.245614 0.1 -0.3 2.0
H 2.416977 -1.415851 -1.472522 -1.8 0.0 0.6
H -3.062234 -0.179514 2.074897 0.7 -0.2 -0.5
H 1.935547 0.209696 2.244172 -1.3 -0.5 -0.5
H -3.411319 -1.028007 -3.274757 2.1 2.3 0.4
H 1.260806 -2.657243 4.093927 0.4 1.1 -0.6
H 2.888610 0.440245 0.159019 -0.8 0.6 0.1
H 0.755789 -0.545016 -1.239627 -0.1 -0.1 -0.5
H 0.231702 2.540801 -2.743855 3.1 2.9 0.3
H 0.738501 2.408867 2.226671 0.9 -0.2 -0.4
H 1.117465 -2.000938 -0.209120 0.1 0.1 -1.5
H 2.927899 -1.186237 0.679391 0.3 0.2 0.7
```
Forces are in eV/Å.

---

[3]
The following is a quantum chemistry calculation of an isolated molecule of C4H6O2 at a distorted geometry, from OMol25.

Values from the calculation:
LUMO	1.055	eV
multiplicity	1
gap between HOMO and LUMO	10.15	eV
charge	0
E	-306.36935	Eh
ΔE to the lowest compared entry with this formula, charge and spin	85.9	kcal/mol

```
12
Properties=species:S:1:pos:R:3:forces:R:3
O 0.912538 -0.178836 -0.794098 0.0 0.0 -0.1
O 2.381181 -0.007432 0.880647 0.8 0.1 -1.4
C 2.141422 -0.005175 -0.435221 -0.6 0.0 -1.3
C -1.116260 0.782457 0.214771 -0.1 0.2 0.1
C -1.464561 -0.474320 -0.545344 -0.2 -0.1 0.0
C -0.147069 -0.345917 0.127717 -0.2 -0.1 0.3
H -1.452299 -0.412149 -1.630562 0.0 0.0 0.2
H -2.185132 -1.169186 -0.129917 0.0 0.1 0.0
H 3.298294 0.108474 0.508595 0.4 0.0 2.3
H 0.110472 -0.934598 1.000043 -0.1 0.1 -0.1
H -1.589173 0.967562 1.173469 0.1 0.0 -0.1
H -0.889409 1.669116 -0.370098 0.0 -0.2 0.1
```
Forces are in eV/Å.

---

[4]
The following is a quantum chemistry calculation of a cluster of 2 separate species, C4H8O2 in total at a distorted geometry, from OMol25.

Values from the calculation:
LUMO (spin up / spin down)	0.860 / -2.209	eV
multiplicity	3
gap between HOMO and LUMO (spin up / spin down)	6.52 / 8.79	eV
expectation value of S²	2.003
charge	0
E	-307.40541	Eh
ΔE to the lowest compared entry with this formula, charge and spin	65.8	kcal/mol

```
14
Properties=species:S:1:pos:R:3:forces:R:3
O 1.429560 0.048327 0.023020 0.9 -0.1 0.2
O 0.680436 2.074507 0.947388 0.7 0.5 -0.7
C 0.672345 1.156472 -0.066403 -1.3 -1.7 2.9
C -0.697224 -0.682328 1.155092 0.8 -0.2 2.3
C -0.030549 -0.139733 -0.090718 -0.2 -0.1 0.5
C -0.400047 -0.966043 -1.322538 2.0 1.1 -0.3
H -0.594860 -0.194102 2.175782 0.4 0.3 -1.6
H -1.415875 -1.188075 -1.154106 -1.3 -0.6 -0.5
H 1.470449 2.674611 0.857024 -0.9 -0.8 0.0
H 0.254810 -1.903916 -1.236662 -1.1 1.3 -0.5
H -0.344357 -1.683752 1.410371 0.2 -0.3 -0.5
H 0.977636 1.976992 -1.491912 0.8 1.6 -2.5
H -0.250920 -0.366699 -2.285582 -0.1 -1.2 1.3
H -1.751402 -0.806262 1.079243 -1.0 0.1 -0.7
```
Forces are in eV/Å.

---

[5]
The following is a quantum chemistry calculation of an isolated molecule of C6H6, from OMol25.

Values from the calculation:
LUMO (spin up / spin down)	-0.027 / -0.026	eV
multiplicity	1
gap between HOMO and LUMO (spin up / spin down)	8.03 / 8.03	eV
charge	0
E	-231.95470	Eh
ΔE to the lowest compared entry with this formula, charge and spin	170.4	kcal/mol

```
12
Properties=species:S:1:pos:R:3:forces:R:3
C 1.814323 -0.029937 0.619178 0.5 0.1 -0.1
C -2.806462 0.692168 -0.547529 0.4 -0.2 0.0
C -0.371254 -0.347816 -0.487092 0.0 0.0 -0.1
C -1.656762 0.086903 -0.721630 -0.3 0.0 0.3
C 2.989772 0.113053 0.401696 -0.5 -0.1 0.1
C 0.373496 -0.216042 0.825360 0.0 0.1 0.0
H -1.056709 0.605319 -1.578112 0.1 0.1 -0.1
H 4.033094 0.246265 0.215060 -0.2 0.0 0.0
H 0.201082 -0.761420 -1.313540 -0.1 0.1 0.1
H -3.693416 0.133288 -0.241841 0.1 0.0 0.0
H 0.207455 -1.132339 1.412797 0.0 0.1 -0.1
H -0.034615 0.610553 1.415655 0.1 -0.1 -0.1
```
Forces are in eV/Å.